Entry 1:
{"formula": "C5H20N4O5", "method": "ωB97M-V/def2-TZVPD", "elements": ["N", "C", "N", "O", "H", "H", "H", "H", "N", "C", "N", "O", "H", "H", "H", "H", "C", "O", "H", "H", "H", "H", "C", "O", "H", "H", "H", "H", "C", "O", "H", "H", "H", "H"], "coordinates": [[2.69, 0.88, -1.17], [3.15, -0.16, -0.52], [2.63, -0.14, 0.70], [3.89, -0.97, -0.95], [2.00, 1.48, -0.74], [2.85, 0.87, -2.17], [3.01, -0.90, 1.24], [1.93, 0.56, 0.91], [-3.56, -0.41, -0.89], [-3.33, 0.88, -0.67], [-2.34, 1.04, 0.12], [-3.96, 1.78, -1.25], [-3.29, -1.12, -0.22], [-4.35, -0.56, -1.50], [-1.84, 0.28, 0.55], [-2.05, 2.01, 0.19], [0.19, 1.93, -3.22], [1.49, 1.91, -3.80], [0.10, 1.11, -2.50], [0.02, 2.90, -2.75], [-0.63, 1.86, -3.93], [1.77, 2.82, -3.87], [-0.26, -1.52, -0.28], [-0.60, -1.05, 1.00], [-0.43, -0.63, -0.89], [0.79, -1.83, -0.30], [-0.95, -2.28, -0.63], [0.15, -1.11, 1.59], [0.14, -1.91, 4.49], [0.67, -1.01, 3.59], [-0.94, -1.74, 4.48], [0.14, -2.96, 4.18], [0.64, -1.86, 5.45], [0.25, -0.16, 3.76]], "gap_ha": 0.3580, "e_above_lowest_kj_mol": 119.4, "molar_mass_da": 216.2}

---

Entry 2:
{"formula": "C5H8O2", "method": "ωB97M-V/def2-TZVPD", "elements": ["C", "C", "C", "O", "C", "C", "O", "H", "H", "H", "H", "H", "H", "H", "H"], "coordinates": [[0.88, 1.40, -0.87], [0.23, 0.25, -0.15], [0.83, -0.55, 1.00], [0.21, -1.78, 0.54], [-0.37, -1.08, -0.57], [-1.25, -0.01, -0.06], [-1.93, -0.21, 1.12], [1.90, 1.16, -1.18], [0.30, 1.67, -1.75], [0.92, 2.27, -0.21], [0.46, -0.27, 1.99], [1.92, -0.62, 1.00], [-0.66, -1.64, -1.45], [-1.83, 0.51, -0.83], [-1.62, -1.09, 1.42]], "gap_ha": 0.3730, "e_above_lowest_kj_mol": 255.6, "molar_mass_da": 100.1}

---

Q: What is the formula in the first record?
A: C5H20N4O5

---

Copy entry 1 word for word.
{"formula": "C5H20N4O5", "method": "ωB97M-V/def2-TZVPD", "elements": ["N", "C", "N", "O", "H", "H", "H", "H", "N", "C", "N", "O", "H", "H", "H", "H", "C", "O", "H", "H", "H", "H", "C", "O", "H", "H", "H", "H", "C", "O", "H", "H", "H", "H"], "coordinates": [[2.69, 0.88, -1.17], [3.15, -0.16, -0.52], [2.63, -0.14, 0.70], [3.89, -0.97, -0.95], [2.00, 1.48, -0.74], [2.85, 0.87, -2.17], [3.01, -0.90, 1.24], [1.93, 0.56, 0.91], [-3.56, -0.41, -0.89], [-3.33, 0.88, -0.67], [-2.34, 1.04, 0.12], [-3.96, 1.78, -1.25], [-3.29, -1.12, -0.22], [-4.35, -0.56, -1.50], [-1.84, 0.28, 0.55], [-2.05, 2.01, 0.19], [0.19, 1.93, -3.22], [1.49, 1.91, -3.80], [0.10, 1.11, -2.50], [0.02, 2.90, -2.75], [-0.63, 1.86, -3.93], [1.77, 2.82, -3.87], [-0.26, -1.52, -0.28], [-0.60, -1.05, 1.00], [-0.43, -0.63, -0.89], [0.79, -1.83, -0.30], [-0.95, -2.28, -0.63], [0.15, -1.11, 1.59], [0.14, -1.91, 4.49], [0.67, -1.01, 3.59], [-0.94, -1.74, 4.48], [0.14, -2.96, 4.18], [0.64, -1.86, 5.45], [0.25, -0.16, 3.76]], "gap_ha": 0.3580, "e_above_lowest_kj_mol": 119.4, "molar_mass_da": 216.2}